(1)
Below is an isolated ion of composition CO4P and charge -1 at a distorted geometry, with properties calculated with ωB97M-V with the def2-TZVPD basis set.

- relative energy (zero: lowest compared OMol25 entry of this formula, charge and spin) (kcal per mole) = 19.8
- frontier orbital gap (alpha / beta) (eV) = 5.827 / 7.019
- net charge = -1
- spin multiplicity = 3
- DFT total energy (eV) = -18515.24477

Geometry (Å):
C (-0.915529, -0.122214, 0.077161)
O (0.178155, -0.852026, 0.499269)
O (-1.990755, -0.580428, -0.310909)
O (2.147275, -0.044310, -0.742964)
O (-0.678364, 1.091749, 0.083796)
P (1.259220, 0.507228, 0.393648)

Force components x, y, z for each atom (eV/Å):
-2.68 -3.18 -0.71
-0.68 1.11 -0.16
0.75 -0.92 0.58
0.76 0.40 0.26
1.37 3.54 0.56
0.48 -0.96 -0.54

=====

(2)
Below is C14H26O12Tl as an isolated structure at a distorted geometry, with properties calculated with ωB97M-V with the def2-TZVPD basis set.

- relative energy (zero: lowest compared OMol25 entry of this formula, charge and spin) (kcal per mole) = 501.1
- frontier orbital gap (eV) = 5.663
- net charge = +1
- DFT total energy (eV) = -44169.70849

Geometry (Å):
Tl (0.631653, 0.083747, -0.336298)
C (-1.086147, 1.017947, -3.825778)
C (-0.575557, 0.785207, -2.485878)
C (-1.729867, 0.290977, -1.409918)
O (-1.358507, 0.037657, -0.266458)
C (-3.031137, -0.077613, -1.879578)
C (-3.319717, 0.109147, -3.201858)
C (-2.340057, 0.762507, -4.228458)
O (-2.598997, 0.847917, -5.515438)
O (-4.566957, -0.213633, -3.502728)
O (0.593743, 0.956267, -2.051248)
H (-0.431807, 1.430447, -4.579488)
H (-3.670057, -0.587443, -1.173708)
C (-1.290857, 1.646657, 1.329402)
C (-0.425107, 2.672327, 0.545252)
O (-0.139217, 2.136127, -0.727858)
O (-0.504867, 0.543427, 1.628252)
H (-2.283507, 1.517347, 0.898102)
H (-1.380807, 2.107227, 2.313222)
H (0.493873, 2.794937, 1.118452)
H (-0.778227, 3.701097, 0.474202)
H (-0.319577, 2.782147, -1.414688)
H (-0.739807, 0.270307, 2.518082)
C (1.500873, -2.684363, -1.388718)
C (-0.019337, -2.515853, -1.734138)
O (-0.372527, -1.192543, -2.085428)
O (1.717223, -1.798623, -0.234928)
H (2.264613, -2.322313, -2.076988)
H (1.716093, -3.724183, -1.142638)
H (-0.646787, -2.851223, -0.908348)
H (-0.182147, -3.215253, -2.554168)
H (-1.150857, -1.270723, -2.641918)
H (2.552133, -2.097393, 0.132852)
C (2.400923, 1.482617, 3.162952)
C (1.495413, 1.889647, 2.049642)
O (1.665133, 1.113267, 0.829512)
O (2.228863, 0.157557, 3.606292)
H (2.151213, 2.139437, 3.996222)
H (3.421653, 1.780777, 2.923542)
H (1.495513, 2.970757, 1.910722)
H (0.455713, 1.753527, 2.347292)
H (2.552193, 1.307577, 0.518132)
H (2.664013, -0.457173, 3.011032)
C (-0.503517, -1.726033, 1.757492)
C (1.021523, -1.742583, 1.844582)
O (1.677403, -0.647823, 1.469682)
O (-0.797187, -1.554933, 0.411142)
H (-0.937857, -0.868383, 2.271192)
H (-0.866747, -2.694103, 2.102462)
H (1.267213, -2.604703, 1.224512)
H (1.262303, -1.969143, 2.883232)
H (2.528043, -0.510213, 1.892862)
H (-1.709567, -1.762343, 0.196332)

Force components x, y, z for each atom (eV/Å):
-0.81 -4.65 -2.76
5.56 1.20 4.51
-5.48 1.40 -3.96
-3.19 0.71 -4.29
-4.80 5.90 -2.52
4.58 0.85 2.53
-7.21 -0.42 -3.10
-4.44 -1.67 -5.61
0.24 -0.26 5.40
4.95 1.24 -0.16
3.26 -0.84 -7.29
0.33 -0.16 0.02
-0.41 0.19 -0.21
-0.61 4.15 0.93
-1.00 0.80 0.13
-1.73 6.04 3.66
-1.43 1.35 1.33
0.29 -0.42 0.21
-0.76 0.67 0.11
-2.08 0.67 -2.18
-0.96 -0.24 0.11
0.07 0.08 -0.19
0.48 1.11 0.29
-1.19 1.10 0.09
1.47 -2.15 -1.18
1.69 -5.22 -1.13
1.83 -3.07 -5.38
-0.67 -0.32 -0.88
-0.16 0.01 0.24
0.70 -0.46 -0.49
-0.09 0.18 -0.35
-0.40 0.01 -0.33
0.32 0.53 0.08
0.55 0.71 0.10
0.09 0.06 2.34
6.18 11.41 3.28
0.50 0.43 1.49
-0.15 -0.10 0.12
0.50 -0.52 0.03
1.82 -0.06 0.19
1.73 -0.13 0.60
0.39 0.53 -0.35
0.49 0.25 2.50
0.17 -1.30 0.64
-1.64 -4.85 4.19
1.02 -3.30 2.30
1.33 -7.20 3.61
-0.62 -3.58 0.60
0.14 -0.02 0.39
-0.14 -0.30 1.49
-0.16 -0.19 0.30
-0.54 -0.39 -1.69
-0.03 0.22 0.25

=====

(3)
Below is C5H8O as an isolated structure, with properties calculated with ωB97M-V with the def2-TZVPD basis set.

- relative energy (zero: lowest compared OMol25 entry of this formula, charge and spin) (kcal per mole) = 102.2
- frontier orbital gap (eV) = 10.012
- net charge = 0
- DFT total energy (eV) = -7357.82482

Geometry (Å):
O (1.648818, -1.298103, 0.952705)
C (1.195026, -0.663061, -0.120845)
C (-0.728190, -0.888577, -0.138422)
C (-1.228059, 0.526058, 0.120932)
C (-0.030321, 1.437016, 0.017433)
C (1.145902, 0.839146, -0.122184)
H (0.332540, -1.285755, 0.641362)
H (1.430031, -1.106804, -1.106748)
H (-0.825536, -1.221936, -1.172141)
H (-1.226329, -1.650100, 0.485442)
H (-1.999476, 0.811022, -0.604924)
H (-1.688130, 0.618848, 1.112794)
H (-0.146928, 2.516133, 0.075307)
H (2.099384, 1.358037, -0.177402)

Force components x, y, z for each atom (eV/Å):
0.11 -0.04 0.12
0.01 0.23 -0.37
-0.13 0.00 -0.10
-0.01 0.01 0.03
0.17 -0.10 -0.04
-0.15 0.09 0.04
-0.23 -0.12 0.06
-0.02 0.06 0.18
0.04 0.07 0.15
0.13 0.06 -0.04
0.11 -0.04 0.10
0.07 0.00 -0.14
0.03 -0.15 -0.01
-0.12 -0.07 0.00

=====

(4)
Below is a 2-piece molecular cluster, C4H11N2 overall at a distorted geometry, with properties calculated with ωB97M-V with the def2-TZVPD basis set.

- relative energy (zero: lowest compared OMol25 entry of this formula, charge and spin) (kcal per mole) = 60.2
- frontier orbital gap (alpha / beta) (eV) = 12.493 / 8.605
- net charge = +2
- spin multiplicity = 2
- DFT total energy (eV) = -7285.28059

Geometry (Å):
C (-1.523490, -0.522696, 2.115994)
C (0.740037, 0.271956, 2.114486)
N (-0.373305, 0.234772, 1.569249)
H (-1.871992, -0.034010, 3.025601)
H (-1.189002, -1.540561, 2.331261)
H (-2.351486, -0.546768, 1.409709)
H (1.498123, 0.950383, 1.709838)
H (0.945903, -0.286740, 3.035312)
C (1.225546, -0.598871, -1.601697)
C (-0.685484, 0.860684, -2.218100)
N (0.560962, 0.609138, -2.122323)
H (1.787021, -0.327081, -0.711544)
H (1.938909, -0.915445, -2.360344)
H (0.510533, -1.388932, -1.388579)
H (-1.408651, 0.104916, -1.927575)
H (-0.992176, 1.893594, -2.349844)
H (1.188554, 1.235659, -2.631442)

Force components x, y, z for each atom (eV/Å):
-0.94 0.53 -0.63
0.57 1.57 -1.06
-0.18 -1.94 2.52
0.11 0.27 -0.10
0.21 -0.01 -0.32
0.01 -0.11 -0.06
0.18 -0.13 0.16
-0.01 -0.18 -0.04
-0.02 -0.07 -0.61
0.17 0.07 1.29
0.06 -0.28 -0.88
-0.02 0.11 0.01
-0.02 -0.21 0.06
-0.09 0.07 -0.07
0.01 0.03 0.05
-0.11 -0.15 -0.99
0.07 0.45 0.67

=====

(5)
Below is C5H15N2O as an isolated structure at a distorted geometry, with properties calculated with ωB97M-V with the def2-TZVPD basis set.

- relative energy (zero: lowest compared OMol25 entry of this formula, charge and spin) (kcal per mole) = 292.8
- frontier orbital gap (eV) = 4.019
- net charge = +1
- DFT total energy (eV) = -10437.86208

Geometry (Å):
N (-1.325395, 0.605406, -2.914896)
C (-0.346582, 0.267917, -1.844617)
C (0.232448, -1.137536, -1.703552)
C (-0.891300, 0.703326, -0.463172)
N (-0.625206, -0.454615, 0.791230)
C (-0.236853, 0.268633, 1.971544)
C (1.089631, -0.069994, 2.507729)
O (0.806956, -1.268540, 3.367552)
H (0.558921, 0.838892, -2.082732)
H (-0.978749, 1.153257, -3.770400)
H (-1.982393, -0.134007, -3.145510)
H (1.589294, 0.859781, -0.275830)
H (0.187906, -1.743092, -2.613549)
H (-0.195627, -1.678127, -0.818801)
H (1.280783, -1.073475, -1.486919)
H (-0.521320, 1.767243, -0.356272)
H (-1.961535, 0.797629, -0.425001)
H (0.090321, -0.054381, 0.014577)
H (-0.425429, 1.341111, 1.814885)
H (-0.930139, 0.038356, 2.790194)
H (1.398388, 0.732953, 3.170178)
H (1.638628, -0.151835, 1.594366)
H (1.547253, -1.608901, 3.878996)

Force components x, y, z for each atom (eV/Å):
1.23 0.64 -0.36
-0.69 -0.17 -1.44
-0.78 -1.92 -0.01
-1.96 2.22 -0.74
0.82 2.68 -0.45
-3.16 1.30 -0.51
-0.56 -1.62 3.87
0.59 1.40 -2.17
-0.07 0.93 0.30
-0.59 -1.45 2.04
0.39 0.10 -0.13
-0.49 -0.98 0.55
-0.35 0.19 0.14
0.18 0.00 -1.49
0.64 0.00 0.08
-0.01 -1.25 1.16
-0.56 -0.66 -0.34
2.22 -0.64 0.57
0.85 -0.01 0.08
-0.17 -0.60 -0.20
0.48 0.09 -0.16
1.54 -0.61 -0.66
0.43 0.35 -0.12